#1
{"formula": "H10O5", "method": "ωB97M-V/def2-TZVPD", "elements": ["O", "O", "O", "O", "O", "H", "H", "H", "H", "H", "H", "H", "H", "H", "H"], "xyz": [[-6.30, -2.58, 2.36], [-4.15, -1.12, 3.91], [-6.60, -0.64, 4.85], [-7.02, -3.41, 5.35], [-4.39, -3.58, 5.05], [-7.13, -2.46, 5.11], [-6.34, -0.44, 5.77], [-4.04, -1.99, 4.40], [-7.06, -3.97, 4.56], [-5.24, -3.58, 5.55], [-3.89, -0.33, 4.42], [-4.70, -3.98, 4.23], [-5.47, -2.19, 2.58], [-5.79, -0.99, 4.39], [-6.90, -2.09, 2.91]], "smiles": "O.O.O.O.O", "multiplicity": 1, "gap_ev": 12.0}


#2
{"formula": "H10O5", "method": "ωB97M-V/def2-TZVPD", "elements": ["O", "O", "O", "O", "O", "H", "H", "H", "H", "H", "H", "H", "H", "H", "H"], "xyz": [[17.86, -25.68, 11.11], [16.24, -26.49, 8.94], [20.01, -24.13, 9.09], [15.40, -23.86, 10.15], [15.59, -24.57, 12.72], [15.56, -26.97, 9.30], [16.24, -23.46, 9.95], [18.76, -25.75, 10.89], [15.54, -24.47, 11.80], [15.35, -24.63, 9.57], [16.84, -26.54, 9.72], [20.32, -23.41, 9.70], [17.64, -25.38, 12.01], [20.12, -23.62, 8.25], [14.90, -25.25, 12.83]], "smiles": "O.O.O.O.O", "multiplicity": 1, "gap_ev": 11.6}


#3
{"formula": "H10O5", "method": "ωB97M-V/def2-TZVPD", "elements": ["O", "O", "O", "O", "O", "H", "H", "H", "H", "H", "H", "H", "H", "H", "H"], "xyz": [[1.12, 2.93, -1.10], [-1.86, -1.98, 1.50], [0.13, -1.11, -1.89], [-0.52, 0.86, 0.00], [0.81, -0.86, 1.78], [1.90, 2.55, -0.72], [1.11, 2.41, -1.94], [-0.36, 0.03, -0.49], [0.34, -0.48, -2.58], [-0.12, 1.65, -0.34], [0.63, -0.59, 2.70], [-1.32, -1.28, 1.76], [0.76, -0.05, 1.25], [-2.09, -2.40, 2.34], [-0.54, -1.68, -2.26]], "smiles": "O.O.O.O.O", "multiplicity": 1, "gap_ev": 10.7}


Q: Which of them is the least stable? A: #3.


#1
{"formula": "C6H6", "method": "ωB97M-V/def2-TZVPD", "elements": ["C", "C", "C", "C", "C", "C", "H", "H", "H", "H", "H", "H"], "xyz": [[1.11, -1.04, -0.41], [-2.59, 0.66, 0.28], [2.24, -0.16, -0.08], [3.17, 0.55, 0.18], [-0.20, -0.43, -0.16], [-1.28, 0.06, 0.04], [3.99, 1.19, 0.42], [-2.86, 0.60, 1.34], [1.20, -1.97, 0.17], [-3.37, 0.16, -0.30], [1.18, -1.34, -1.47], [-2.59, 1.72, 0.00]], "smiles": "C#CCC#CC", "multiplicity": 1, "gap_ev": 10.6}


#2
{"formula": "C6H6", "method": "ωB97M-V/def2-TZVPD", "elements": ["C", "C", "C", "C", "C", "C", "H", "H", "H", "H", "H", "H"], "xyz": [[-0.95, 0.68, 0.00], [0.50, -0.70, -0.80], [-0.85, -0.82, -0.04], [1.09, 0.09, 0.34], [0.38, 0.81, -0.78], [-0.23, -0.07, 1.11], [0.77, 1.53, -1.49], [-0.49, -0.13, 2.16], [1.00, -1.36, -1.50], [-1.64, -1.57, -0.02], [2.11, 0.19, 0.68], [-1.71, 1.35, 0.34]], "smiles": "C12C3C1C1C2C31", "multiplicity": 1, "gap_ev": 9.9}


Q: Which of them is the least stable? A: #2.


#1
{"formula": "C6H6", "method": "ωB97M-V/def2-TZVPD", "elements": ["C", "C", "C", "C", "C", "C", "H", "H", "H", "H", "H", "H"], "xyz": [[-1.90, 0.75, 0.11], [1.48, -0.34, -0.15], [4.07, -0.23, -0.72], [0.29, -0.45, -0.01], [2.87, -0.22, -0.29], [-1.16, -0.59, 0.05], [-1.46, -1.14, -0.85], [-2.97, 0.59, 0.01], [-1.57, 1.41, -0.70], [-1.72, 1.26, 1.06], [3.51, 0.21, 0.58], [-1.43, -1.22, 0.91]], "multiplicity": 1, "gap_ev": 10.3}


#2
{"formula": "C6H6", "method": "ωB97M-V/def2-TZVPD", "elements": ["C", "C", "C", "C", "C", "C", "H", "H", "H", "H", "H", "H"], "xyz": [[-2.59, -0.42, 1.26], [-0.10, 0.47, 0.88], [2.37, -0.55, -0.58], [1.19, -0.12, -1.26], [-1.46, -0.03, 1.13], [0.14, 0.43, -0.60], [3.06, -0.97, -1.34], [-0.68, 0.84, -1.20], [0.66, -0.14, 1.39], [1.02, -0.21, -2.33], [-0.01, 1.49, 1.26], [-3.59, -0.78, 1.39]], "multiplicity": 1, "gap_ev": [7.4, 7.4]}


Q: Which of them is the least stable? A: #2.


#1
{"formula": "C3H12N2O", "method": "ωB97M-V/def2-TZVPD", "elements": ["O", "N", "N", "C", "C", "C", "H", "H", "H", "H", "H", "H", "H", "H", "H", "H", "H", "H"], "xyz": [[5.39, 3.93, -0.56], [-2.43, 0.17, -0.45], [-1.71, -1.89, 1.20], [-0.32, -1.63, 0.94], [-0.16, -0.34, 0.16], [-1.11, -0.18, -0.99], [-0.30, 0.48, 0.88], [0.23, -1.68, 1.89], [-2.00, -2.74, 1.70], [-0.03, -2.49, 0.33], [-0.72, 0.51, -1.74], [6.22, 4.05, -1.04], [0.90, -0.20, -0.02], [-2.40, 1.08, 0.00], [-1.20, -1.10, -1.57], [-3.15, 0.13, -1.17], [-2.37, -1.10, 1.16], [5.17, 3.00, -0.74]], "total_charge": 1, "multiplicity": 2, "s_squared": 0.75, "gap_ev": [10.2, 5.4]}


#2
{"formula": "C3H12N2O", "method": "ωB97M-V/def2-TZVPD", "elements": ["O", "N", "N", "C", "C", "C", "H", "H", "H", "H", "H", "H", "H", "H", "H", "H", "H", "H"], "xyz": [[1.23, 0.21, 0.87], [0.61, 1.67, -1.17], [1.08, -2.41, 0.64], [-2.21, 0.67, 0.09], [-2.08, -0.63, -0.19], [1.47, 1.38, 0.02], [-1.95, -1.04, -1.24], [-2.31, -1.37, 0.58], [-0.27, 2.28, -1.00], [1.11, -0.71, 0.57], [-2.66, 1.36, -0.62], [-1.96, 0.96, 1.06], [1.10, 1.84, -1.99], [2.45, 1.32, -0.29], [0.50, -2.93, -0.01], [0.42, -2.00, 1.31], [1.49, 2.22, 0.60], [1.98, -2.81, 0.76]], "total_charge": 1, "multiplicity": 2, "s_squared": 0.76, "gap_ev": [9.9, 4.7]}


Q: Which of them is the least stable? A: #2.


#1
{"formula": "C8H6N2OS2", "method": "ωB97M-V/def2-TZVPD", "elements": ["S", "S", "O", "N", "N", "C", "C", "C", "C", "C", "C", "C", "C", "H", "H", "H", "H", "H", "H"], "xyz": [[-2.88, -0.31, -0.78], [3.21, 0.30, 1.00], [1.19, 2.84, -0.15], [1.59, -0.62, -0.96], [-1.67, 0.75, 1.28], [-3.36, -0.85, 0.76], [-2.61, -0.15, 1.76], [0.78, 1.66, -0.33], [2.53, -1.57, -0.81], [3.42, -1.27, 0.27], [-0.66, 1.31, -1.02], [-1.63, 0.66, 0.02], [1.77, 0.54, -0.15], [-1.18, 2.24, -1.75], [-0.36, 0.20, -1.80], [-4.24, -1.36, 1.12], [-2.48, -0.25, 2.75], [2.35, -2.35, -1.83], [4.23, -1.77, 0.60]], "multiplicity": 1, "gap_ev": 8.2}


#2
{"formula": "C8H6N2OS2", "method": "ωB97M-V/def2-TZVPD", "elements": ["S", "S", "O", "N", "N", "C", "C", "C", "C", "C", "C", "C", "C", "H", "H", "H", "H", "H", "H"], "xyz": [[-1.71, -1.28, -2.14], [0.97, 1.14, 2.06], [0.10, -2.07, 0.12], [1.20, -1.23, 2.79], [-0.81, 1.14, -2.57], [0.84, -0.52, 1.69], [-0.96, 0.17, -1.71], [-1.88, -0.60, -3.71], [0.12, -0.92, 0.51], [1.97, 0.86, 3.54], [-1.33, 0.67, -3.73], [-0.43, 0.27, -0.19], [1.82, -0.46, 3.73], [-2.17, -1.23, -4.58], [0.23, 1.20, -0.27], [2.13, -1.06, 4.67], [2.62, 1.79, 3.97], [-1.39, 1.48, -4.50], [-1.32, 0.66, 0.32]], "smiles": "O=C(Cc1nccs1)c1nccs1", "multiplicity": 1, "gap_ev": 8.3}


Q: Which of them is the least stable? A: #1.


#1
{"formula": "C6H12BrNO2", "method": "ωB97M-V/def2-TZVPD", "elements": ["Br", "O", "O", "N", "C", "C", "C", "C", "C", "C", "H", "H", "H", "H", "H", "H", "H", "H", "H", "H", "H", "H"], "xyz": [[4.18, 0.93, -0.61], [2.99, -1.64, -1.36], [0.48, 1.91, 1.02], [2.87, -0.07, 0.20], [-0.88, 0.61, -0.57], [0.25, -1.15, 0.78], [-0.40, -0.79, -0.55], [1.48, -2.09, 0.51], [2.45, -1.29, -0.34], [0.19, 1.68, -0.40], [-0.53, -1.65, 1.29], [-1.61, 0.64, 0.34], [0.64, -0.22, 1.21], [-1.53, 0.99, -1.30], [-0.16, 2.59, -0.72], [-1.23, -1.49, -0.74], [0.39, -0.91, -1.42], [0.56, 2.82, 1.30], [1.99, -2.23, 1.42], [1.13, -2.98, 0.04], [1.09, 1.37, -0.96], [2.28, 0.26, 0.97]], "smiles": "O=C(CCCCCO)NBr", "multiplicity": 1, "gap_ev": 9.8}


#2
{"formula": "C6H12BrNO2", "method": "ωB97M-V/def2-TZVPD", "elements": ["Br", "O", "O", "N", "C", "C", "C", "C", "C", "C", "H", "H", "H", "H", "H", "H", "H", "H", "H", "H", "H", "H"], "xyz": [[1.31, 4.35, 2.34], [2.59, 1.99, 2.02], [-0.58, 2.95, 0.75], [1.30, 2.54, 1.97], [-0.50, -2.65, -2.13], [0.35, 2.23, 0.98], [-0.32, -1.32, -1.56], [-1.03, -1.13, -0.26], [-0.97, 0.28, 0.23], [0.42, 0.74, 0.64], [-0.22, -3.54, -1.44], [0.70, -1.07, -1.23], [0.12, -2.82, -2.92], [-0.51, -1.60, 0.55], [-1.62, -2.87, -2.36], [2.92, 1.93, 2.96], [-2.07, -1.52, -0.34], [-1.72, 0.35, 1.07], [-1.39, 1.04, -0.57], [1.20, 0.50, -0.09], [-0.70, -0.51, -2.25], [0.72, 0.12, 1.62]], "smiles": "CCCCCC(=O)N(O)Br", "multiplicity": 1, "gap_ev": 10.0}


Q: Which of them is the least stable? A: #2.